72
Properties=species:S:1:pos:R:3:forces:R:3:lowdin_spin:R:1 method="wB97M-V/def2-TZVPD" lumo_energy_ev="-5.57 / -5.27" homo_ev="-11.1 / -11.1" gap_ev="5.6 / 5.8" e_tot_ha=-5010.9707 multiplicity=2 mol_weight_g_mol=876.63 charge=+1
Ir 0.104602 0.209019 0.070848 -1.2874 -2.8108 -1.9429 0.815
C 0.501303 -5.837602 5.009588 0.0355 -0.0243 0.0961 0.001
C 0.903836 -4.562175 4.344907 0.0305 0.1490 -0.1139 0.003
C -0.040124 -3.580873 4.054532 0.1035 0.0707 -0.1014 0.000
C 0.332391 -2.400839 3.435811 -0.1331 0.0451 0.0145 0.003
C 1.661604 -2.196981 3.118438 0.1618 0.5823 -0.1502 0.000
C 2.622284 -3.152624 3.398478 0.1702 0.0118 0.0260 0.002
C 2.238896 -4.330729 4.015506 -0.1063 0.1456 -0.1011 -0.001
S 2.092026 -0.697292 2.267290 0.4432 -0.9240 -0.5873 0.009
O 3.478313 -0.386993 2.407998 -0.1777 -0.1992 0.1954 0.015
O 1.074685 0.303156 2.515218 -0.6004 0.2825 -0.0514 0.063
N 1.719520 -1.060922 0.701841 -2.5970 1.8958 1.7805 0.071
C 2.442123 -1.392133 -0.364614 1.7660 -0.6258 -2.0768 0.008
C 3.703436 -2.016033 -0.363298 -0.5715 0.3451 0.2648 0.005
C 4.251484 -2.362220 -1.578349 -0.2040 0.0443 -0.1359 -0.001
C 3.567309 -2.066363 -2.754493 -0.2881 0.2034 0.0339 0.007
C 2.352378 -1.395204 -2.664251 0.7846 -0.3898 -0.6655 0.004
N 1.802976 -1.081993 -1.511687 -0.5661 0.1489 1.4478 0.042
H -0.577504 -5.965381 5.001242 -0.0510 -0.0477 0.0126 0.000
H 0.837532 -5.829935 6.045378 -0.0142 -0.0746 0.1035 0.000
H 0.965203 -6.690478 4.519570 -0.0041 -0.0902 -0.0117 0.000
H -1.074716 -3.742707 4.314141 -0.1308 -0.0260 0.0196 0.000
H -0.383588 -1.631457 3.194269 -0.1999 0.0472 0.0934 0.000
H 3.651437 -2.960756 3.141730 0.1874 -0.0229 0.0349 0.000
H 2.978335 -5.082446 4.246253 0.1069 -0.0648 -0.0010 0.000
H 4.197949 -2.185031 0.578155 0.1627 -0.0882 0.0526 0.000
H 5.209601 -2.858576 -1.620061 0.0649 -0.0268 0.0260 0.000
H 3.965891 -2.341146 -3.716580 0.0346 0.0102 -0.1038 0.001
H 1.808882 -1.105208 -3.554037 -0.0501 -0.0066 -0.0894 0.000
C -4.032340 -0.543809 -1.670801 0.1886 -0.0526 0.0115 0.001
As -2.648036 -1.914417 -1.569487 -0.7803 -0.4574 -0.6587 -0.003
C -3.761604 -3.500395 -1.218012 0.2702 0.0962 0.2648 -0.003
C -1.839675 -2.489595 -3.256397 -0.0015 0.1996 0.2183 -0.001
S -1.428675 -1.914552 0.230672 1.3972 1.8378 0.3882 -0.044
H -4.268197 -0.364444 -2.720607 0.0915 -0.0834 0.0854 0.000
H -3.669603 0.382344 -1.228014 0.0290 -0.1163 -0.0173 0.000
H -4.912375 -0.905286 -1.133745 0.1941 -0.0254 -0.0436 0.000
H -4.471814 -3.621801 -2.039911 0.1356 0.1477 -0.0076 0.000
H -4.316103 -3.393007 -0.285976 0.0459 0.0865 -0.0376 0.000
H -3.141250 -4.394742 -1.152866 0.0209 0.0850 -0.0301 0.000
H -2.494540 -2.147882 -4.059793 0.0300 -0.0019 0.1313 0.000
H -1.761291 -3.578332 -3.261221 -0.0756 0.1314 0.1587 0.000
H -0.861106 -2.035159 -3.383390 -0.0762 -0.0064 0.0889 0.000
O -2.158852 0.441364 -3.870306 0.1354 0.1096 -0.0576 0.001
C -1.368863 0.737079 -2.993600 -0.1506 0.9183 -0.7302 0.001
O -1.204576 0.005402 -1.941233 0.8800 -0.2571 2.4037 0.013
C -0.575106 2.005481 -2.974600 0.2930 0.0269 0.1453 0.000
C -1.036209 3.183547 -3.543651 0.1380 -0.1191 0.0357 0.000
C -0.381801 4.380861 -3.280827 -0.0361 -0.0909 -0.0922 0.000
C 0.657227 4.431986 -2.368005 0.3768 -0.1396 0.2733 0.000
C 1.112681 3.242997 -1.802989 -1.1686 -0.2365 -1.2941 0.000
C 0.560016 2.026150 -2.180183 0.1560 0.4715 -0.2126 0.000
N 2.025025 3.210024 -0.711082 0.5774 0.5455 0.8773 0.000
O 2.083299 2.141962 -0.080399 0.0509 -0.0786 0.3503 0.004
O 2.627495 4.216903 -0.403187 -0.1898 -0.8254 -0.2069 0.000
H -1.912272 3.148545 -4.171035 -0.1144 0.0304 -0.1085 0.000
H -0.709286 5.286615 -3.766597 -0.0764 0.1137 0.0600 0.000
H 1.107242 5.369572 -2.083418 0.0348 0.0898 0.0684 0.000
H 1.036610 1.102866 -1.868654 -0.0641 0.1150 -0.1146 0.000
O -0.500614 2.654359 1.907252 0.5025 -1.7119 0.3744 -0.003
B -0.862413 2.015250 0.744697 0.5773 0.7231 -0.1077 -0.008
O -1.466533 2.939992 -0.117883 -0.0995 -1.7295 -0.5656 -0.003
C -1.397751 4.145901 0.500813 0.5254 0.7603 1.6159 -0.001
C -1.800623 5.391748 0.061756 -0.0175 -0.4638 -0.0760 0.000
C -1.551752 6.454442 0.916172 0.1280 0.0928 0.3291 0.000
C -0.899451 6.283015 2.141686 -0.2645 0.1298 -0.3195 0.000
C -0.509020 5.033822 2.593530 -0.0044 -0.5664 -0.1676 0.000
C -0.782769 3.963422 1.758410 -0.7706 1.5214 -1.1778 0.000
H -2.281028 5.521918 -0.896040 -0.0637 0.0249 -0.0466 0.000
H -1.885906 7.440815 0.634180 0.0738 0.1060 -0.0658 0.000
H -0.698673 7.147952 2.753503 -0.0193 0.0814 0.0725 0.000
H -0.007552 4.899009 3.537417 0.0504 -0.0426 0.1158 0.000

---

12
Properties=species:S:1:pos:R:3:forces:R:3:nbo_charge:R:1 method="wB97M-V/def2-TZVPD" lumo_energy_ev=0.62 homo_ev=-8.2 gap_ev=8.8 e_tot_ha=-1097.8356 smiles=Nc1nc(S)oc1S mol_weight_g_mol=148.21
C -1.145515 -0.222119 0.422916 -0.6809 0.3723 -0.2652 0.290
C 0.838171 -0.884781 0.176287 0.2305 1.8652 -0.6265 0.356
C -0.502136 0.779929 -0.220426 0.4065 -0.0310 0.0192 -0.088
H -3.082010 0.328340 0.318250 -0.3869 0.4379 -0.3412 0.390
H -2.804787 -1.209515 0.899775 -0.3160 -0.6399 0.0935 0.389
H 3.070537 -0.809467 -0.466473 -0.7690 -0.7083 0.5648 0.161
H -0.705682 3.085567 0.175702 -0.1113 -0.2372 -0.3352 0.128
N -2.472058 -0.277997 0.814785 1.0888 0.0275 0.3429 -0.795
N -0.281035 -1.260476 0.664948 -0.4349 -0.7108 0.3618 -0.508
O 0.831004 0.364685 -0.381070 -0.1014 -1.0323 0.3844 -0.432
S 2.323390 -1.753777 0.224575 1.0743 0.2763 -0.4878 0.073
S -1.010736 2.279948 -0.881418 0.0000 0.3803 0.2893 0.036

---

15
Properties=species:S:1:pos:R:3:forces:R:3:nbo_charge:R:1 method="wB97M-V/def2-TZVPD" lumo_energy_ev=0.42 homo_ev=-8.3 gap_ev=8.7 e_tot_ha=-719.0062 smiles="C=N/N=C/CNC=S" mol_weight_g_mol=129.19
C 1.537740 1.310844 -2.663895 -0.2128 -0.0791 0.1221 -0.052
C 1.110813 0.049316 0.389122 0.1709 -0.1026 0.3473 0.133
C 0.092682 -0.508498 1.340733 -0.2572 0.9039 -0.0594 -0.273
C -2.330192 -0.938439 1.344188 0.2457 -0.0791 0.0955 -0.057
H 2.329449 1.698666 -3.317709 -0.3978 -0.1637 0.2588 0.190
H 0.480146 1.265993 -3.012307 0.7927 0.0396 0.2328 0.178
H 2.153629 0.099637 0.728249 -0.2400 -0.0022 -0.1100 0.191
H 0.098887 0.099118 2.270928 0.0629 -0.2274 -0.4236 0.218
H 0.384063 -1.507749 1.618395 0.2137 -0.5390 0.1376 0.218
H -1.316764 -0.150026 -0.233764 0.2588 -0.3094 0.9912 0.435
H -2.137758 -1.310480 2.356101 -0.0588 0.0649 -0.0845 0.180
N 1.880595 0.919181 -1.501127 -0.2239 0.1882 -0.5771 -0.291
N 0.774683 0.441613 -0.764290 0.0718 0.0276 -0.0552 -0.333
N -1.221854 -0.503373 0.737285 -0.4682 0.2544 -0.8834 -0.583
S -3.836120 -0.965802 0.708091 0.0421 0.0239 0.0080 -0.156